Entry 1:
{"formula": "C5H8O", "method": "ωB97M-V/def2-TZVPD", "energy_ha": -270.355175, "gap_ev": 9.2, "e_lumo_ev": 1.1, "elements": ["C", "C", "C", "C", "C", "O", "H", "H", "H", "H", "H", "H", "H", "H"], "coordinates": [[-1.82, -0.29, -0.36], [-1.38, 1.13, -0.34], [-0.52, 0.09, 0.36], [0.55, -0.66, -0.34], [2.30, -0.42, 0.31], [1.33, -1.40, 0.58], [-1.70, -0.83, -1.29], [-2.65, -0.61, 0.26], [-1.92, 1.80, 0.31], [-1.03, 1.58, -1.26], [-0.55, 0.08, 1.45], [1.73, 0.01, -0.71], [3.25, -0.86, -0.03], [2.41, 0.37, 1.06]], "lowdin_charge": [-0.120, -0.120, -0.275, -0.096, -0.124, -0.145, 0.101, 0.103, 0.103, 0.104, 0.138, 0.116, 0.109, 0.105]}

Entry 2:
{"formula": "C5H10O2", "method": "ωB97M-V/def2-TZVPD", "energy_ha": -346.786746, "gap_ev": 8.9, "e_lumo_ev": 0.9, "elements": ["C", "C", "C", "C", "O", "C", "O", "H", "H", "H", "H", "H", "H", "H", "H", "H", "H"], "coordinates": [[1.53, 0.43, 1.39], [0.13, 0.50, 0.83], [0.10, -0.26, -0.88], [-0.92, 0.64, -1.58], [-2.16, 0.63, -0.92], [-0.41, -1.20, 0.58], [-0.72, -0.34, 1.61], [2.24, 0.95, 0.74], [1.49, 1.00, 2.33], [1.92, -0.57, 1.63], [0.14, -1.24, -1.39], [1.12, 0.11, -1.01], [-1.12, 0.29, -2.60], [-0.51, 1.66, -1.65], [-1.95, 0.97, -0.03], [0.41, -1.88, 0.79], [-1.30, -1.67, 0.16]], "lowdin_charge": [-0.091, -0.194, -0.162, -0.279, -0.070, -0.162, -0.090, 0.078, 0.089, 0.080, 0.118, 0.110, 0.118, 0.119, 0.077, 0.125, 0.136]}

Repeat the first record exactly.
{"formula": "C5H8O", "method": "ωB97M-V/def2-TZVPD", "energy_ha": -270.355175, "gap_ev": 9.2, "e_lumo_ev": 1.1, "elements": ["C", "C", "C", "C", "C", "O", "H", "H", "H", "H", "H", "H", "H", "H"], "coordinates": [[-1.82, -0.29, -0.36], [-1.38, 1.13, -0.34], [-0.52, 0.09, 0.36], [0.55, -0.66, -0.34], [2.30, -0.42, 0.31], [1.33, -1.40, 0.58], [-1.70, -0.83, -1.29], [-2.65, -0.61, 0.26], [-1.92, 1.80, 0.31], [-1.03, 1.58, -1.26], [-0.55, 0.08, 1.45], [1.73, 0.01, -0.71], [3.25, -0.86, -0.03], [2.41, 0.37, 1.06]], "lowdin_charge": [-0.120, -0.120, -0.275, -0.096, -0.124, -0.145, 0.101, 0.103, 0.103, 0.104, 0.138, 0.116, 0.109, 0.105]}